Entry 1:
Molecular formula: C13H39AlF3N14O10
Method: DFT, the ωB97M-V functional and the def2-TZVPD basis

```
80
Properties=species:S:1:pos:R:3:mulliken_charge:R:1
F 2.6514 1.9163 2.6685 -0.21
C 2.6055 0.6269 1.9312 0.69
F 3.8926 0.3749 1.1818 -0.31
F 2.4310 -0.5652 2.8169 -0.29
C 1.4159 0.5920 0.7561 0.04
O 1.6555 -0.6392 -0.0129 -0.38
C 0.4091 -1.2446 -0.5068 0.16
C -0.5551 -1.8916 0.6543 -0.39
C -2.0496 -1.2176 0.7395 0.60
C -2.4295 -0.2687 2.0460 -0.07
O -3.4221 0.8133 1.7624 -0.66
Al -2.7776 1.3382 0.0311 0.59
O -2.6100 -0.5186 -0.4276 -0.74
H 1.5931 1.5874 0.1212 0.23
H 0.3376 0.6936 1.2064 -0.16
H -0.1171 -0.4542 -1.2001 0.24
H 0.7301 -2.1376 -1.2272 -0.32
H -0.0231 -1.6497 1.6950 0.20
H -0.5928 -3.0801 0.6080 0.21
H -2.7497 -2.1506 0.8348 0.06
H -1.5437 0.2905 2.5676 -0.16
H -2.8912 -0.9429 2.8867 0.26
H -3.8822 2.0565 -0.8564 -0.42
H -1.4047 2.1672 0.2086 -0.20
C -4.4758 -3.4841 -0.9832 0.43
O -3.2806 -3.2745 -0.8491 -0.56
N -4.9820 -4.7169 -1.1670 -0.42
N -5.3938 -2.5011 -0.9593 -0.20
H -5.9630 -4.9093 -1.2793 0.16
H -4.3249 -5.4856 -1.1913 0.21
H -5.0549 -1.5577 -0.8231 0.16
H -6.3823 -2.6539 -1.0679 0.16
C 0.9390 -2.3461 -4.2783 0.63
O 0.2811 -1.3383 -4.0735 -0.65
N 2.0864 -2.3353 -4.9805 -0.39
N 0.5756 -3.5576 -3.8203 -0.32
H 2.6420 -3.1547 -5.1596 0.18
H 2.3960 -1.4432 -5.3433 0.22
H -0.2823 -3.6098 -3.2867 0.22
H 1.1041 -4.3988 -3.9786 0.18
C 4.1862 -4.6840 -2.6462 0.71
O 3.4035 -4.9463 -3.5456 -0.71
N 5.4466 -4.2736 -2.8754 -0.40
N 3.8584 -4.7821 -1.3452 -0.38
H 6.1056 -4.0529 -2.1480 0.16
H 5.7340 -4.1864 -3.8414 0.22
H 2.9186 -5.0878 -1.1288 0.21
H 4.4890 -4.5706 -0.5904 0.16
C -0.7520 2.5363 4.7731 0.67
O -1.1527 2.9123 3.6828 -0.58
N 0.4872 2.0488 4.9640 -0.29
N -1.5138 2.5757 5.8811 -0.43
H 0.8352 1.7343 5.8540 0.13
H 1.0933 2.0019 4.1554 0.17
H -2.4538 2.9360 5.7811 0.25
H -1.2016 2.2707 6.7876 0.14
C 6.5241 4.3515 2.6346 0.49
O 7.7193 4.5611 2.7687 -0.71
N 6.0179 3.1187 2.4508 -0.29
N 5.6061 5.3346 2.6584 -0.25
H 5.0369 2.9263 2.3385 0.19
H 6.6750 2.3500 2.4265 0.17
H 5.9451 6.2780 2.7946 0.19
H 4.6176 5.1818 2.5499 0.24
C -6.4647 -1.8937 -4.3405 0.60
O -6.8953 -1.3776 -3.3213 -0.63
N -5.3883 -2.7006 -4.3484 -0.31
N -7.0278 -1.7015 -5.5470 -0.41
H -5.0190 -3.1347 -5.1774 0.16
H -4.9344 -2.8716 -3.4607 0.23
H -7.8407 -1.1005 -5.5853 0.23
H -6.6878 -2.1178 -6.3974 0.15
C 1.6368 6.6358 2.2663 0.69
O 2.5279 5.9430 2.7316 -0.67
N 1.6640 7.1065 1.0064 -0.38
N 0.5478 6.9907 2.9719 -0.42
H 0.9398 7.6782 0.6056 0.16
H 2.4665 6.8625 0.4409 0.21
H 0.4879 6.6572 3.9252 0.21
H -0.1964 7.5604 2.6063 0.16
```

**Total charge**: -1
**Kohn-Sham gap**: 0.2429 hartree
**HOMO energy**: -4.49 eV

Entry 2:
Molecular formula: C13H39ClN13O11PS
Method: DFT, the ωB97M-V functional and the def2-TZVPD basis

```
79
Properties=species:S:1:pos:R:3:mulliken_charge:R:1
C 5.3657 2.8692 2.5856 -1.00
C 5.0717 1.3158 2.5314 0.49
O 5.8624 0.6009 1.8875 -0.58
N 3.9620 0.6449 3.2214 0.07
C 3.4375 1.5034 4.3163 -0.94
C 2.9027 0.2556 2.2440 -0.63
C 1.6789 -0.4386 2.9884 -0.56
C 0.9010 -1.4777 2.0474 -0.21
C -0.6488 -1.4318 2.5118 -0.80
O -1.1904 -0.2158 1.9407 -0.14
S -2.4844 0.3868 2.8188 0.67
O -2.1965 0.4509 4.2853 -0.56
O -2.4924 2.0334 2.3300 -0.18
P -4.0097 2.7758 2.6294 0.36
O -4.8776 1.8104 3.7384 -0.50
Cl -4.9809 2.7529 0.7332 -0.26
H 6.3379 3.1283 2.0526 0.28
H 4.5531 3.4661 2.0521 0.28
H 5.4750 3.2621 3.6538 0.30
H 4.2987 1.9563 4.8986 0.35
H 2.8137 2.3543 3.8651 0.34
H 2.7774 0.9642 5.0579 0.23
H 3.3328 -0.4977 1.5145 0.39
H 2.5321 1.2069 1.7278 0.29
H 1.9663 -1.0057 3.9341 0.34
H 0.9441 0.3939 3.2705 0.25
H 1.3308 -2.5202 2.0613 0.41
H 0.9074 -1.0055 1.0055 0.04
H -1.1373 -2.3858 2.1347 0.30
H -0.6297 -1.4597 3.6425 0.48
H -4.4983 2.0496 4.6145 0.37
C -1.0692 0.9516 -2.2115 0.52
O -0.6125 0.9942 -3.3439 -0.68
N -2.0637 1.7786 -1.7923 -0.26
N -0.6229 0.0753 -1.2737 -0.17
H -2.4536 1.7606 -0.8674 0.15
H -2.4191 2.4422 -2.4589 0.17
H 0.1142 -0.5530 -1.5471 0.08
H -0.9839 0.0246 -0.3375 0.20
C -7.8236 5.6029 -1.0440 0.58
O -7.8041 6.3461 -0.0723 -0.68
N -6.9342 4.5875 -1.2066 -0.17
N -8.7309 5.7242 -2.0433 -0.29
H -6.9337 3.9677 -1.9956 0.12
H -6.2425 4.4629 -0.4862 0.12
H -9.4068 6.4635 -1.9609 0.18
H -8.7611 5.1222 -2.8497 0.27
C 8.7406 -1.2567 -0.1156 0.64
O 7.9828 -2.2053 -0.2638 -0.64
N 8.3165 -0.0389 0.3049 -0.29
N 10.0763 -1.3432 -0.3604 -0.39
H 8.9223 0.7498 0.4323 0.15
H 7.3317 0.0645 0.4976 0.22
H 10.4284 -2.2312 -0.6740 0.23
H 10.7156 -0.5792 -0.2458 0.15
C 3.1989 -3.2700 -0.7965 0.63
O 2.7913 -2.2278 -0.2950 -0.60
N 2.4316 -4.0450 -1.6015 -0.31
N 4.4563 -3.7363 -0.5878 -0.35
H 2.7465 -4.9025 -2.0210 0.14
H 1.4933 -3.7319 -1.7797 0.16
H 5.0587 -3.1873 0.0042 0.16
H 4.8102 -4.5850 -0.9884 0.15
C -9.0483 3.4788 -5.6894 0.62
O -8.9929 4.1697 -4.6813 -0.68
N -8.1713 2.4730 -5.9361 -0.37
N -9.9918 3.6599 -6.6468 -0.40
H -8.1996 1.8956 -6.7559 0.17
H -7.4565 2.3086 -5.2483 0.20
H -10.6600 4.3970 -6.4986 0.21
H -10.0555 3.1056 -7.4803 0.16
C 1.2858 -7.5467 -1.0631 0.70
O 1.8060 -6.9335 -1.9842 -0.68
N 1.9743 -7.9280 0.0428 -0.38
N -0.0252 -7.8984 -1.0681 -0.39
H 1.5667 -8.4312 0.8088 0.16
H 2.9494 -7.6849 0.0825 0.21
H -0.5682 -7.6327 -1.8720 0.22
H -0.4717 -8.4010 -0.3237 0.16
```

**Total charge**: 0
**Kohn-Sham gap**: 0.3459 hartree
**HOMO energy**: -9.20 eV

Entry 3:
Molecular formula: C13H39N6O2P2S
Method: DFT, the ωB97M-V functional and the def2-TZVPD basis

```
63
Properties=species:S:1:pos:R:3:nbo_charge:R:1
C 2.9172 -1.6471 -0.0353 -1.08
S 4.7375 -1.3551 -0.0356 -0.20
H 2.6964 -2.2045 -0.9934 0.13
H 2.4095 -0.6509 -0.1837 0.15
H 5.0669 -0.9075 -1.3200 0.02
O 1.6787 2.0089 -1.1329 -0.91
P 1.6853 3.4460 -1.6722 2.15
N 1.4694 4.1552 -0.1095 -0.79
C 0.3686 3.7423 0.7518 -0.41
C 2.7079 4.1199 0.6688 -0.42
N 0.2417 3.3192 -2.5885 -0.78
C -1.0294 3.9116 -2.2470 -0.39
C 0.0186 2.0426 -3.2626 -0.40
N 1.8658 5.1080 -2.3404 -0.67
C 3.0904 5.2283 -3.1432 -0.42
C 1.6587 6.3465 -1.6049 -0.39
H 0.3827 4.3202 1.6812 0.19
H 0.4053 2.6795 1.0107 0.20
H -0.5967 3.9580 0.2987 0.19
H 3.5417 4.5155 0.0764 0.19
H 2.9664 3.0996 0.9725 0.22
H 2.6271 4.7461 1.5615 0.19
H -1.5821 3.2974 -1.5249 0.18
H -1.6556 4.0116 -3.1403 0.18
H -0.9288 4.9195 -1.8453 0.20
H -0.4041 1.2917 -2.5832 0.19
H 0.9515 1.6483 -3.6642 0.21
H -0.6641 2.1656 -4.1089 0.18
H 3.9845 5.2497 -2.5091 0.18
H 3.0763 6.1309 -3.7601 0.19
H 3.1801 4.3749 -3.8242 0.20
H 2.4655 6.5570 -0.8924 0.18
H 0.7139 6.3549 -1.0673 0.21
H 1.6117 7.1829 -2.3123 0.19
O -3.7109 -2.7700 1.4762 -1.00
P -2.3538 -3.3461 1.9232 2.17
N -1.5321 -3.1051 0.4287 -0.79
C -2.0541 -3.6438 -0.8184 -0.41
C -1.2122 -1.6893 0.2052 -0.42
N -2.9105 -4.9453 2.2068 -0.78
C -2.5939 -6.1019 1.4039 -0.40
C -4.2664 -5.0731 2.7285 -0.39
N -0.7958 -3.8784 2.6448 -0.65
C -0.4896 -3.1325 3.8727 -0.42
C 0.4442 -4.1166 1.9001 -0.43
H -1.3738 -3.4072 -1.6415 0.20
H -3.0455 -3.2519 -1.0711 0.18
H -2.1039 -4.7307 -0.7958 0.19
H -0.7308 -1.2477 1.0848 0.21
H -2.1194 -1.1125 -0.0135 0.18
H -0.5125 -1.5703 -0.6244 0.22
H -3.2380 -6.1691 0.5175 0.17
H -2.7372 -7.0200 1.9846 0.18
H -1.5534 -6.1172 1.0831 0.21
H -5.0183 -5.0063 1.9306 0.17
H -4.4759 -4.2910 3.4581 0.20
H -4.3950 -6.0300 3.2442 0.18
H -0.1785 -2.1069 3.6493 0.19
H 0.3006 -3.6206 4.4483 0.20
H -1.3767 -3.0853 4.5167 0.19
H 0.9299 -3.1918 1.5672 0.25
H 0.2885 -4.7534 1.0324 0.20
H 1.1563 -4.6531 2.5373 0.19
```

**Total charge**: -1
**Kohn-Sham gap**: 0.1249 hartree
**HOMO energy**: -2.00 eV

Entry 4:
Molecular formula: C13H40BClFO8P
Method: DFT, the ωB97M-V functional and the def2-TZVPD basis

```
65
Properties=species:S:1:pos:R:3:nbo_charge:R:1
C -2.3601 2.2823 1.5784 -0.64
C -1.1738 1.3420 1.4455 -0.08
O -1.5607 0.1132 0.8161 -0.54
C -0.4883 -0.5571 0.2280 -0.32
P 0.8672 -1.0439 1.4203 1.05
F -0.2624 -1.4085 2.6153 -0.64
Cl 2.4221 -0.4375 -0.0535 -0.50
B 1.5990 -2.8913 1.5787 0.89
O 1.2188 -3.6361 2.6397 -0.88
O 2.4098 -3.3730 0.6214 -0.86
H -2.0252 3.3120 1.4529 0.22
H -2.8137 2.1992 2.5657 0.21
H -3.1352 2.0843 0.8415 0.24
H -0.3678 1.8043 0.8647 0.17
H -0.7748 1.1012 2.4352 0.18
H -0.0309 0.0263 -0.5717 0.22
H -0.8681 -1.5005 -0.1699 0.23
H 1.3994 -0.0586 2.2486 0.04
H 1.0006 -3.1557 3.4414 0.52
H 2.9510 -4.1073 0.9285 0.51
C -5.0752 -1.0795 2.0358 -0.64
C -5.0656 -1.0304 0.5197 -0.06
O -4.4725 0.1593 0.0219 -0.74
H -5.6106 -0.2217 2.4449 0.21
H -5.5563 -1.9890 2.3968 0.21
H -4.0536 -1.0588 2.4236 0.21
H -6.0825 -1.0424 0.1240 0.17
H -4.5454 -1.9098 0.1203 0.15
H -3.5674 0.1963 0.3578 0.48
C 2.5967 -1.0154 -4.4167 -0.63
C 2.9618 0.4512 -4.2783 -0.07
O 2.4277 1.0273 -3.0914 -0.73
H 1.5132 -1.1419 -4.4144 0.21
H 2.9955 -1.4297 -5.3447 0.21
H 3.0054 -1.5923 -3.5838 0.20
H 2.5395 1.0275 -5.1030 0.17
H 4.0486 0.5718 -4.3012 0.18
H 2.7967 0.5467 -2.3402 0.47
C 8.2291 2.1370 -5.2586 -0.63
C 6.9139 1.3827 -5.2524 -0.06
O 6.4352 1.1330 -3.9360 -0.72
H 8.9866 1.5861 -4.7009 0.21
H 8.5851 2.2859 -6.2792 0.21
H 8.1143 3.1200 -4.7958 0.20
H 7.0330 0.3996 -5.7076 0.18
H 6.1608 1.9279 -5.8326 0.16
H 6.2936 1.9790 -3.4988 0.46
C -9.8419 -2.5567 2.1586 -0.63
C -8.3898 -2.2767 2.4934 -0.06
O -8.2066 -1.8858 3.8486 -0.72
H -10.4540 -1.6779 2.3625 0.21
H -9.9527 -2.8241 1.1067 0.21
H -10.2270 -3.3842 2.7594 0.20
H -8.0130 -1.4454 1.8982 0.18
H -7.7720 -3.1538 2.2683 0.15
H -8.5122 -2.6014 4.4148 0.46
C 4.7600 3.0595 2.3135 -0.63
C 3.5497 2.1895 2.0438 -0.07
O 2.9415 1.7026 3.2433 -0.73
H 5.5048 2.5087 2.8887 0.21
H 5.2130 3.3849 1.3761 0.22
H 4.4854 3.9513 2.8826 0.20
H 3.8237 1.2990 1.4848 0.20
H 2.8100 2.7362 1.4487 0.16
H 2.6666 2.4583 3.7723 0.46
```

**Total charge**: 0
**SMILES string**: CCOC[PH](F)(Cl)B(O)O.CCO.CCO.CCO.CCO.CCO
**Kohn-Sham gap**: 0.3679 hartree
**HOMO energy**: -9.67 eV

What did the fourth record say?
Molecular formula: C13H40BClFO8P
Method: DFT, the ωB97M-V functional and the def2-TZVPD basis

```
65
Properties=species:S:1:pos:R:3:nbo_charge:R:1
C -2.3601 2.2823 1.5784 -0.64
C -1.1738 1.3420 1.4455 -0.08
O -1.5607 0.1132 0.8161 -0.54
C -0.4883 -0.5571 0.2280 -0.32
P 0.8672 -1.0439 1.4203 1.05
F -0.2624 -1.4085 2.6153 -0.64
Cl 2.4221 -0.4375 -0.0535 -0.50
B 1.5990 -2.8913 1.5787 0.89
O 1.2188 -3.6361 2.6397 -0.88
O 2.4098 -3.3730 0.6214 -0.86
H -2.0252 3.3120 1.4529 0.22
H -2.8137 2.1992 2.5657 0.21
H -3.1352 2.0843 0.8415 0.24
H -0.3678 1.8043 0.8647 0.17
H -0.7748 1.1012 2.4352 0.18
H -0.0309 0.0263 -0.5717 0.22
H -0.8681 -1.5005 -0.1699 0.23
H 1.3994 -0.0586 2.2486 0.04
H 1.0006 -3.1557 3.4414 0.52
H 2.9510 -4.1073 0.9285 0.51
C -5.0752 -1.0795 2.0358 -0.64
C -5.0656 -1.0304 0.5197 -0.06
O -4.4725 0.1593 0.0219 -0.74
H -5.6106 -0.2217 2.4449 0.21
H -5.5563 -1.9890 2.3968 0.21
H -4.0536 -1.0588 2.4236 0.21
H -6.0825 -1.0424 0.1240 0.17
H -4.5454 -1.9098 0.1203 0.15
H -3.5674 0.1963 0.3578 0.48
C 2.5967 -1.0154 -4.4167 -0.63
C 2.9618 0.4512 -4.2783 -0.07
O 2.4277 1.0273 -3.0914 -0.73
H 1.5132 -1.1419 -4.4144 0.21
H 2.9955 -1.4297 -5.3447 0.21
H 3.0054 -1.5923 -3.5838 0.20
H 2.5395 1.0275 -5.1030 0.17
H 4.0486 0.5718 -4.3012 0.18
H 2.7967 0.5467 -2.3402 0.47
C 8.2291 2.1370 -5.2586 -0.63
C 6.9139 1.3827 -5.2524 -0.06
O 6.4352 1.1330 -3.9360 -0.72
H 8.9866 1.5861 -4.7009 0.21
H 8.5851 2.2859 -6.2792 0.21
H 8.1143 3.1200 -4.7958 0.20
H 7.0330 0.3996 -5.7076 0.18
H 6.1608 1.9279 -5.8326 0.16
H 6.2936 1.9790 -3.4988 0.46
C -9.8419 -2.5567 2.1586 -0.63
C -8.3898 -2.2767 2.4934 -0.06
O -8.2066 -1.8858 3.8486 -0.72
H -10.4540 -1.6779 2.3625 0.21
H -9.9527 -2.8241 1.1067 0.21
H -10.2270 -3.3842 2.7594 0.20
H -8.0130 -1.4454 1.8982 0.18
H -7.7720 -3.1538 2.2683 0.15
H -8.5122 -2.6014 4.4148 0.46
C 4.7600 3.0595 2.3135 -0.63
C 3.5497 2.1895 2.0438 -0.07
O 2.9415 1.7026 3.2433 -0.73
H 5.5048 2.5087 2.8887 0.21
H 5.2130 3.3849 1.3761 0.22
H 4.4854 3.9513 2.8826 0.20
H 3.8237 1.2990 1.4848 0.20
H 2.8100 2.7362 1.4487 0.16
H 2.6666 2.4583 3.7723 0.46
```

**Total charge**: 0
**SMILES string**: CCOC[PH](F)(Cl)B(O)O.CCO.CCO.CCO.CCO.CCO
**Kohn-Sham gap**: 0.3679 hartree
**HOMO energy**: -9.67 eV

Which value of total charge does entry 2 give? 0

Among the records above, which one has the lowest HOMO energy? C13H40BClFO8P